{
  "formula": "C4H7NS2",
  "method": "the ωB97M-V functional and the def2-TZVPD basis",
  "elements": ["C", "C", "C", "C", "H", "H", "H", "H", "H", "H", "H", "N", "S", "S"],
  "positions_angstrom": [[-0.9111, -0.1198, 0.5011], [-0.2226, 0.8760, -0.3806], [1.0136, 1.3690, 0.3222], [1.2616, -0.8121, -0.7831], [-2.3505, -2.6320, -0.2448], [-1.5378, 0.4835, 1.3234], [-0.1800, -0.9312, 0.8933], [-0.8565, 1.7142, -0.8575], [1.1498, 2.3024, 0.0483], [1.1027, 0.9962, 1.3225], [0.5508, -1.5947, -1.2516], [0.9632, 0.4782, -0.9197], [-2.6239, -0.8822, -0.1211], [2.6409, -1.2475, 0.1475]],
  "forces_ev_per_angstrom": [[-3.47, -0.23, 1.94], [-3.96, 2.12, 1.04], [-1.87, -4.12, -1.34], [2.96, -2.99, 1.10], [-0.37, 4.15, 0.24], [2.23, -1.28, -1.23], [-1.64, 1.52, -0.33], [0.87, -1.76, 0.37], [1.47, 4.38, -0.69], [0.89, -0.33, 0.02], [1.26, 1.47, 0.54], [1.67, 0.82, 0.40], [2.13, -3.67, -0.32], [-2.17, -0.08, -1.75]],
  "nbo_charge": [-0.52, -0.09, -0.22, -0.05, 0.16, 0.25, 0.27, 0.22, 0.21, 0.23, 0.23, -0.40, -0.14, -0.14],
  "multiplicity": 1,
  "e_above_lowest_ev": 4.820
}

---

{
  "formula": "C3H10N2O2",
  "method": "the ωB97M-V functional and the def2-TZVPD basis",
  "elements": ["O", "C", "N", "C", "N", "C", "H", "H", "H", "H", "H", "H", "H", "H", "H", "H", "O"],
  "positions_angstrom": [[2.5839, 0.6888, 1.8752], [1.9721, -0.0549, 1.1308], [0.6802, -0.4117, 1.4574], [-0.1776, 0.3754, 2.3052], [-1.3114, 0.9466, 1.5446], [2.5383, -0.8080, -0.0405], [0.2811, -1.2219, 1.0128], [0.3810, 1.2443, 2.6476], [-0.4645, -0.2082, 3.2193], [-0.9661, 1.1693, 0.6262], [-1.7183, 1.5993, 2.1951], [1.7551, -1.2997, -0.6556], [3.1342, -1.6378, 0.3405], [3.2194, -0.1204, -0.5271], [-3.6371, -0.7586, -6.0743], [-3.9922, 0.6826, -5.3872], [-4.2777, -0.1852, -5.6700]],
  "forces_ev_per_angstrom": [[0.37, 0.32, -1.04], [-0.79, -0.74, 1.72], [-0.28, 0.15, -0.46], [0.25, 0.40, 0.48], [0.29, -2.46, 1.20], [-0.11, -0.47, 0.22], [-0.15, 0.17, -0.16], [0.71, -0.46, 0.29], [-0.28, 0.44, -0.91], [-0.37, 1.06, 0.13], [-0.31, 0.80, -1.05], [0.56, 0.82, 0.01], [0.20, 0.10, 0.18], [-0.09, -0.14, -0.60], [0.82, 0.44, -0.04], [0.79, -0.22, -0.30], [-1.61, -0.22, 0.34]],
  "nbo_charge": [-0.61, 0.68, -0.64, -0.05, -0.87, -0.72, 0.39, 0.20, 0.18, 0.37, 0.37, 0.22, 0.24, 0.25, 0.48, 0.48, -0.96],
  "smiles": "CC(=O)NCN.O",
  "multiplicity": 1,
  "e_above_lowest_ev": 1.427
}

---

{
  "formula": "C9H14O",
  "method": "the ωB97M-V functional and the def2-TZVPD basis",
  "elements": ["C", "C", "H", "H", "H", "H", "H", "H", "C", "C", "C", "C", "C", "C", "C", "O", "H", "H", "H", "H", "H", "H", "H", "H"],
  "positions_angstrom": [[0.5871, 0.5964, 2.4884], [1.7454, 1.3364, 1.8018], [-0.1030, 0.2319, 1.6919], [1.0636, -0.2359, 2.9826], [-0.0832, 1.1242, 3.1425], [2.3834, 0.7023, 1.1930], [2.3214, 1.7574, 2.6512], [1.4921, 2.3034, 1.3244], [1.1786, -0.7346, -2.8515], [-1.8958, -0.2240, 0.1283], [-1.0121, -1.2715, 0.2543], [-1.7975, 0.6650, -0.9357], [-0.0183, -1.5857, -0.6785], [-0.8238, 0.3280, -1.8850], [0.0738, -0.7210, -1.7640], [-2.9129, 0.0107, 1.0149], [-1.0519, -1.8062, 1.2054], [-2.6972, -0.2952, 1.9038], [-2.3611, 1.5879, -0.9843], [0.5866, -2.4641, -0.5824], [-0.8474, 0.9802, -2.7628], [0.5894, -0.3578, -3.6937], [1.5273, -1.7533, -3.0566], [2.0554, -0.1742, -2.5878]],
  "forces_ev_per_angstrom": [[-0.34, -0.60, -2.35], [-0.14, 2.03, 1.90], [0.73, -0.05, 0.74], [-0.37, -0.48, 0.40], [0.35, 0.72, 0.57], [-0.18, 0.04, -0.09], [0.45, -0.53, -0.43], [-0.30, -0.88, -0.46], [-1.87, -1.36, 0.50], [-0.48, 0.92, -0.28], [0.33, -1.21, 0.74], [1.09, -1.20, -0.19], [-1.17, 1.37, -0.08], [-1.18, 1.34, 0.14], [1.28, 0.07, -0.78], [0.03, 0.13, 0.43], [-0.15, -0.31, -0.37], [0.08, -0.16, -0.15], [-0.25, -0.30, -0.12], [0.42, -0.13, 0.20], [0.61, -0.26, 0.13], [1.08, 0.07, -0.39], [-0.19, 0.11, -0.10], [0.15, 0.68, 0.04]],
  "nbo_charge": [-0.62, -0.61, 0.21, 0.20, 0.20, 0.21, 0.20, 0.21, -0.62, 0.29, -0.28, -0.25, -0.20, -0.19, -0.04, -0.68, 0.21, 0.48, 0.23, 0.22, 0.21, 0.22, 0.21, 0.22],
  "smiles": "Cc1ccc(O)cc1.CC",
  "multiplicity": 1,
  "e_above_lowest_ev": 0.937
}

---

{
  "formula": "C5H10O",
  "method": "the ωB97M-V functional and the def2-TZVPD basis",
  "elements": ["O", "C", "C", "C", "C", "C", "H", "H", "H", "H", "H", "H", "H", "H", "H", "H"],
  "positions_angstrom": [[2.1484, -0.4021, 0.9150], [1.0297, -0.0872, 0.1239], [0.1087, 1.0109, 0.6617], [-1.2003, 0.7759, -0.1411], [-0.9770, -0.5537, -0.9251], [0.0771, -1.2590, -0.0688], [2.7236, 0.3729, 0.9153], [1.3285, 0.2193, -0.8949], [-0.0372, 0.8472, 1.7379], [0.5361, 2.0139, 0.5342], [-1.4535, 1.6287, -0.7778], [-2.0395, 0.6390, 0.5490], [-1.9067, -1.1038, -1.0777], [-0.5441, -0.4048, -1.9253], [-0.3511, -1.5665, 0.8954], [0.5575, -2.1307, -0.5216]],
  "forces_ev_per_angstrom": [[0.21, 0.17, 0.10], [-0.29, 0.04, -0.22], [0.03, -0.02, 0.00], [-0.06, 0.01, -0.03], [-0.11, 0.00, 0.00], [0.04, -0.05, -0.01], [-0.01, -0.19, 0.11], [0.27, -0.09, 0.21], [0.00, 0.03, -0.21], [-0.15, -0.18, -0.03], [0.05, -0.20, -0.02], [0.10, 0.06, -0.12], [0.06, -0.04, 0.16], [-0.18, 0.23, 0.22], [0.14, 0.06, -0.10], [-0.10, 0.15, -0.08]],
  "nbo_charge": [-0.71, 0.11, -0.43, -0.41, -0.40, -0.42, 0.47, 0.14, 0.21, 0.20, 0.21, 0.21, 0.21, 0.20, 0.20, 0.22],
  "smiles": "OC1CCCC1",
  "multiplicity": 1,
  "e_above_lowest_ev": 0.276
}

---

no.,gap between HOMO and LUMO (eV),HOMO (Ha)
1,8.4015,-0.3173
2,10.0687,-0.3398
3,9.3840,-0.3116
4,11.0155,-0.3686